No. 1
Below is a molecular structure, C31H42BrN2O9P2Re, with properties calculated with ωB97M-V/def2-TZVPD.

Each line ends with the Löwdin spin population.
CARTESIAN COORDINATES (ANGSTROEM)
Re (0.12, -0.73, 0.43)  2.47
C (0.16, -2.73, 1.46)  0.00
C (1.20, -2.71, 0.46)  0.01
C (2.17, -1.72, 0.90)  0.01
C (1.63, -1.13, 2.12)  0.05
C (0.41, -1.78, 2.48)  0.02
C (-0.39, -1.55, 3.74)  0.01
C (-0.34, -0.08, 4.14)  0.00
C (0.26, -2.42, 4.83)  0.00
C (-1.85, -1.98, 3.54)  0.00
C (3.55, -1.27, 0.36)  0.01
C (4.47, -2.50, 0.22)  0.00
C (4.24, -0.37, 1.39)  0.00
C (3.46, -0.49, -0.95)  0.00
C (1.22, -3.78, -0.64)  0.01
C (-0.20, -4.29, -0.94)  0.00
C (1.78, -3.29, -1.98)  0.00
C (2.02, -4.97, -0.08)  0.00
H (-0.73, -3.34, 1.41)  0.00
H (2.13, -0.38, 2.70)  0.01
H (0.69, 0.23, 4.37)  0.00
H (-0.94, 0.10, 5.03)  0.00
H (-0.73, 0.56, 3.35)  0.00
H (1.31, -2.13, 4.98)  0.00
H (0.23, -3.47, 4.56)  0.00
H (-0.27, -2.29, 5.77)  0.00
H (-2.32, -1.41, 2.74)  0.00
H (-2.40, -1.79, 4.46)  0.00
H (-1.93, -3.04, 3.32)  0.00
H (4.52, -3.06, 1.15)  0.00
H (5.48, -2.15, -0.01)  0.00
H (4.17, -3.17, -0.58)  0.00
H (4.39, -0.86, 2.36)  0.00
H (3.72, 0.58, 1.54)  0.00
H (5.23, -0.09, 1.02)  0.00
H (2.84, -0.96, -1.70)  0.00
H (4.46, -0.37, -1.37)  0.00
H (3.06, 0.51, -0.77)  0.00
H (-0.82, -3.51, -1.38)  0.00
H (-0.71, -4.71, -0.07)  0.00
H (-0.12, -5.10, -1.66)  0.00
H (1.19, -2.46, -2.37)  0.00
H (1.72, -4.11, -2.70)  0.00
H (2.82, -2.99, -1.93)  0.00
H (1.52, -5.40, 0.79)  0.00
H (3.03, -4.70, 0.21)  0.00
H (2.08, -5.74, -0.85)  0.00
O (-3.84, -0.24, -0.45)  0.01
P (-2.29, -0.12, -0.52)  0.02
O (-1.66, 0.55, 0.69)  0.07
O (-1.54, -1.46, -0.56)  0.09
O (-1.95, 0.60, -1.88)  0.01
P (-0.44, 0.44, -2.54)  0.01
O (-0.21, 1.90, -3.09)  0.00
O (-0.40, -0.62, -3.53)  0.00
O (0.46, 0.32, -1.28)  0.12
H (-4.30, -0.39, -1.29)  0.00
H (-0.17, 1.92, -4.06)  0.00
C (-1.73, 3.84, -0.98)  0.00
O (-0.69, 3.14, -0.32)  0.00
C (0.29, 3.88, 0.25)  0.00
C (0.42, 5.26, 0.10)  0.00
C (1.46, 5.93, 0.72)  0.00
Br (1.61, 7.80, 0.49)  0.00
C (2.39, 5.27, 1.50)  0.00
C (2.26, 3.89, 1.66)  0.00
C (1.24, 3.21, 1.02)  0.01
O (1.16, 1.83, 1.12)  0.05
C (3.23, 3.14, 2.48)  0.00
N (4.52, 3.11, 2.32)  0.00
C (5.00, 2.24, 3.29)  0.00
C (6.30, 1.83, 3.55)  0.00
C (6.49, 0.91, 4.57)  0.00
C (5.42, 0.41, 5.31)  0.00
C (4.12, 0.80, 5.07)  0.00
C (3.93, 1.72, 4.04)  0.00
N (2.80, 2.28, 3.48)  0.00
H (-2.20, 4.57, -0.31)  0.00
H (-2.46, 3.09, -1.27)  0.00
H (-1.36, 4.35, -1.87)  0.00
H (-0.29, 5.81, -0.49)  0.00
H (3.20, 5.79, 1.97)  0.00
H (1.98, 1.56, 1.55)  0.00
H (7.12, 2.23, 2.98)  0.00
H (7.50, 0.57, 4.80)  0.00
H (5.61, -0.30, 6.10)  0.00
H (3.29, 0.42, 5.66)  0.00
H (1.88, 2.30, 3.88)  0.00

* multiplicity: 4
* HOMO (alpha / beta): -10.67 / -10.67 eV
* charge: +1
* E_LUMO (alpha / beta): -3.1850 / -4.8577 eV
* energy above the lowest of the compared OMol25 structures with the same formula, charge and spin: 172.83 kJ/mol

***

No. 2
Below is a molecular structure, C12H18AuN3OS2 in a non-equilibrium geometry, with properties calculated with ωB97M-V/def2-TZVPD.

Each line ends with the Mulliken charge.
CARTESIAN COORDINATES (ANGSTROEM)
Au (0.49, -0.11, -0.09)  0.79
C (-1.69, -2.29, 0.73)  -1.37
C (-1.05, -2.62, -0.59)  1.44
C (-1.41, -3.78, -1.28)  -0.84
C (-0.82, -4.10, -2.47)  -0.61
C (0.19, -3.26, -2.99)  1.06
C (0.87, -3.54, -4.20)  -0.89
C (1.88, -2.72, -4.62)  -0.74
C (2.24, -1.60, -3.84)  -0.48
C (1.58, -1.30, -2.68)  0.60
S (2.05, 0.06, -1.73)  -0.39
C (0.53, -2.12, -2.26)  0.14
N (-0.12, -1.80, -1.08)  -0.18
H (-2.44, -3.04, 0.99)  0.44
H (-2.17, -1.32, 0.68)  -0.05
H (-0.94, -2.26, 1.52)  0.40
H (-2.16, -4.43, -0.85)  0.40
H (-1.10, -4.99, -3.01)  0.48
H (0.61, -4.42, -4.76)  0.42
H (2.41, -2.94, -5.54)  0.42
H (3.06, -0.97, -4.17)  0.41
N (1.29, 1.08, 1.34)  -0.45
N (1.11, 0.25, 2.50)  -0.39
H (2.26, 1.37, 1.21)  0.38
H (0.71, 1.92, 1.40)  0.35
H (0.60, 0.77, 3.20)  0.27
H (2.02, -0.02, 2.85)  0.27
C (-2.84, 2.58, -0.67)  -0.98
S (-2.73, 1.08, 0.25)  0.42
C (-3.68, 1.52, 1.67)  -1.01
O (-1.26, 1.04, 0.77)  -0.59
H (-2.49, 3.41, -0.04)  0.36
H (-3.88, 2.73, -0.95)  0.44
H (-2.23, 2.48, -1.56)  0.35
H (-4.71, 1.65, 1.36)  0.46
H (-3.27, 2.43, 2.10)  0.35
H (-3.61, 0.68, 2.37)  0.32

* HOMO (alpha / beta): -14.42 / -14.42 eV
* charge: +2
* E_LUMO (alpha / beta): -8.5540 / -8.5535 eV
* energy above the lowest of the compared OMol25 structures with the same formula, charge and spin: 21.95 kJ/mol

***

No. 3
Below is a molecular structure, C11H5BeF3NO5 in a non-equilibrium geometry, with properties calculated with ωB97M-V/def2-TZVPD.

Each line ends with the Mulliken charge.
CARTESIAN COORDINATES (ANGSTROEM)
Be (-0.10, -1.16, 1.32)  0.61
O (0.59, 2.69, 5.25)  -0.64
C (0.44, 1.84, 4.39)  0.60
C (1.53, 1.05, 3.71)  -0.05
O (2.72, 1.17, 3.97)  -0.66
C (0.81, 0.16, 2.74)  0.75
C (-0.51, 0.35, 2.78)  0.86
O (-1.32, -0.27, 2.07)  -0.79
C (-0.87, 1.39, 3.80)  -0.03
O (-1.95, 1.85, 4.14)  -0.66
O (1.37, -0.66, 1.98)  -0.74
F (-0.35, 1.27, -4.91)  -0.25
C (-0.22, -0.05, -4.64)  0.75
F (0.89, -0.47, -5.30)  -0.28
F (-1.27, -0.66, -5.25)  -0.25
C (-0.18, -0.33, -3.16)  0.47
C (-1.25, 0.03, -2.34)  -0.89
C (-1.17, -0.24, -0.98)  -0.20
N (-0.12, -0.85, -0.40)  0.00
C (0.91, -1.19, -1.20)  -0.23
C (0.93, -0.96, -2.57)  -0.65
H (-2.13, 0.52, -2.75)  0.40
H (-1.98, 0.03, -0.31)  0.51
H (1.74, -1.68, -0.71)  0.46
H (1.79, -1.27, -3.16)  0.43
H (-0.29, -2.55, 1.55)  -0.55

* HOMO (alpha / beta): -4.08 / -4.07 eV
* charge: -1
* E_LUMO (alpha / beta): 1.5064 / 1.5064 eV

***

No. 4
Below is a molecular structure, C16H18B2IrN6O2 in a non-equilibrium geometry, with properties calculated with ωB97M-V/def2-TZVPD.

Each line ends with the Löwdin spin population.
CARTESIAN COORDINATES (ANGSTROEM)
C (2.64, -1.05, -0.20)  0.01
N (1.32, -1.11, -0.58)  0.31
N (1.21, -0.42, -1.79)  0.06
C (2.47, -0.28, -2.26)  0.20
C (3.40, -0.59, -1.28)  0.36
B (-0.04, -0.05, -2.68)  0.00
N (-0.90, -1.35, -2.52)  0.01
N (-1.02, -2.19, -1.43)  0.21
C (-1.88, -3.21, -1.75)  0.02
C (-2.16, -3.12, -3.12)  0.05
C (-1.50, -1.98, -3.56)  0.07
Ir (-0.20, -1.93, 0.45)  1.34
N (-0.74, 1.52, -2.72)  0.05
N (-1.23, 2.13, -1.58)  0.28
C (-1.68, 3.35, -1.86)  -0.01
C (-1.55, 3.61, -3.25)  0.36
C (-0.96, 2.43, -3.76)  0.30
H (-2.11, 3.98, -1.08)  0.00
H (-0.69, 2.24, -4.78)  0.01
H (-1.83, 4.54, -3.73)  0.01
H (0.34, -0.10, -3.83)  0.00
H (-1.44, -1.51, -4.52)  0.00
H (2.62, 0.14, -3.23)  0.01
H (-2.84, -3.76, -3.66)  0.00
H (4.46, -0.39, -1.31)  0.01
H (-2.26, -3.86, -0.98)  0.00
H (2.95, -1.35, 0.79)  0.00
H (-1.89, -0.70, 0.57)  0.04
C (-2.15, -1.69, 1.01)  0.10
H (-3.01, -2.04, 0.43)  0.00
H (-1.39, -2.59, 1.10)  0.02
H (-2.43, -1.47, 2.04)  0.01
O (-0.18, -0.91, 3.41)  0.08
B (0.28, -0.80, 2.06)  0.16
O (1.10, 0.36, 1.92)  0.07
C (1.01, 1.01, 3.11)  0.20
C (1.80, 2.05, 3.51)  0.00
C (2.04, 2.17, 4.89)  0.23
C (1.35, 1.36, 5.81)  0.22
C (0.38, 0.43, 5.39)  -0.01
C (0.28, 0.22, 4.03)  0.20
H (2.26, 2.71, 2.77)  0.00
H (2.79, 2.90, 5.24)  0.01
H (1.58, 1.45, 6.87)  0.01
H (-0.22, -0.15, 6.11)  0.00

* multiplicity: 6
* HOMO (alpha / beta): -21.37 / -21.33 eV
* charge: +4
* E_LUMO (alpha / beta): -13.0255 / -17.1021 eV
* energy above the lowest of the compared OMol25 structures with the same formula, charge and spin: 108.28 kJ/mol

***

No. 5
Below is a molecular structure, C13H15ClN6O4S2Y in a non-equilibrium geometry, with properties calculated with ωB97M-V/def2-TZVPD.

Each line ends with the Mulliken charge.
CARTESIAN COORDINATES (ANGSTROEM)
Y (-0.61, -1.28, -1.32)  1.32
N (1.49, 4.90, 3.87)  -0.51
C (1.00, 3.77, 3.34)  0.73
C (-0.19, 3.80, 2.58)  -0.51
C (-0.70, 2.68, 1.90)  -0.63
C (0.00, 1.50, 2.04)  0.22
C (1.05, 1.35, 2.97)  -0.55
C (1.50, 2.48, 3.65)  -0.74
S (-0.57, 0.01, 1.37)  1.62
O (-1.27, -0.59, 2.46)  -0.65
O (-1.19, 0.55, 0.10)  -0.68
N (0.48, -1.09, 0.83)  -0.87
C (1.63, -0.78, 0.15)  0.88
N (2.74, -0.46, 0.81)  -0.39
C (3.88, -0.36, 0.15)  -0.15
C (3.94, -0.28, -1.24)  -0.72
C (2.79, -0.54, -1.90)  -0.19
N (1.60, -0.71, -1.19)  -0.20
H (1.03, 5.73, 3.43)  0.24
H (2.45, 4.97, 4.20)  0.25
H (-0.76, 4.74, 2.41)  0.19
H (-1.50, 2.81, 1.19)  0.42
H (1.66, 0.47, 3.12)  0.37
H (2.18, 2.24, 4.43)  0.40
H (4.75, -0.28, 0.80)  0.46
H (4.80, -0.01, -1.78)  0.43
H (2.70, -0.67, -2.99)  0.45
Cl (0.13, -3.95, -1.76)  -0.24
C (-1.61, -4.75, -1.30)  -0.25
C (-2.63, -3.65, -1.46)  0.43
O (-3.72, -3.79, -2.04)  -0.65
O (-2.33, -2.50, -0.85)  -0.48
H (-1.50, -5.03, -0.30)  0.31
H (-1.83, -5.62, -1.97)  0.36
N (-3.11, -0.09, -2.27)  -0.20
C (-2.33, -0.53, -3.30)  0.20
N (-2.77, -1.54, -4.06)  -0.32
S (-0.85, 0.28, -3.71)  -0.32
H (-3.95, -0.60, -2.10)  0.22
H (-3.01, 0.85, -1.88)  0.27
H (-3.23, -2.32, -3.59)  0.22
H (-2.15, -1.71, -4.81)  0.26

* HOMO: -10.55 eV
* charge: +1
* E_LUMO: -3.5197 eV
* energy above the lowest of the compared OMol25 structures with the same formula, charge and spin: 89.28 kJ/mol

***

No. 6
Below is a molecular structure, C18H26N4O in a non-equilibrium geometry, with properties calculated with ωB97M-V/def2-TZVPD.

Each line ends with the Mulliken charge.
CARTESIAN COORDINATES (ANGSTROEM)
C (-6.14, -0.77, -1.72)  -1.21
C (-6.53, -1.41, -0.50)  -0.63
C (-6.14, -0.48, 0.71)  -0.94
C (-4.73, -0.63, 0.90)  0.47
O (-4.20, -1.70, 1.32)  -0.72
N (-4.22, 0.41, 0.46)  -0.01
C (-2.89, 0.68, 0.54)  0.22
C (-1.85, 0.00, 0.78)  -0.43
C (-0.56, 0.41, 0.70)  0.86
N (0.68, -0.27, 1.22)  -0.71
C (1.56, 0.77, 0.91)  0.47
N (1.09, 1.80, 0.14)  0.31
C (-0.15, 1.43, 0.06)  0.55
C (-1.12, 2.53, -0.32)  -1.55
C (-2.46, 2.01, -0.38)  -0.84
H (-3.31, 2.61, -0.53)  0.39
H (-0.86, 3.22, -0.78)  0.82
C (1.97, 2.72, -0.17)  -0.92
H (2.13, 3.72, 0.39)  0.28
H (1.57, 3.18, -1.08)  0.41
H (2.97, 2.40, -0.50)  0.34
C (2.93, 0.39, 1.35)  -1.42
N (3.85, 0.44, 0.04)  0.12
C (3.41, -0.63, -0.82)  -1.23
C (3.90, -1.93, -0.86)  -0.40
C (5.49, -2.12, -0.39)  -0.65
C (5.80, -1.29, 0.67)  -0.88
C (5.32, 0.44, 0.20)  -1.15
H (5.45, 0.99, 1.10)  0.39
H (5.82, 0.52, -0.63)  0.70
H (6.89, -0.96, 0.75)  0.34
H (5.32, -1.40, 1.51)  0.50
H (5.75, -3.10, -0.03)  0.35
H (5.91, -2.05, -1.33)  0.42
H (3.60, -2.85, -1.42)  0.35
H (3.41, -2.22, 0.32)  0.13
H (2.42, -0.63, -1.29)  0.36
H (3.94, -0.38, -1.68)  0.66
H (3.41, 1.13, 1.88)  0.60
H (2.97, -0.53, 1.83)  0.45
H (-2.01, -1.03, 1.54)  0.16
H (-4.90, 1.27, 0.22)  0.31
H (-6.84, -1.08, 1.65)  0.26
H (-6.72, 0.30, 0.67)  0.54
H (-6.37, -2.34, -0.47)  0.60
H (-7.61, -1.55, -0.55)  0.35
H (-5.02, -0.84, -1.78)  0.23
H (-6.45, 0.09, -1.88)  0.46
H (-6.49, -1.27, -2.75)  0.30

* HOMO: -7.94 eV
* E_LUMO: 0.5805 eV
* energy above the lowest of the compared OMol25 structures with the same formula, charge and spin: 1510.95 kJ/mol

***

No. 7
Below is 2 unconnected molecules or ions with the total composition H5NOS2Si in a non-equilibrium geometry, with properties calculated with ωB97M-V/def2-TZVPD.

Each line ends with the Mulliken charge.
CARTESIAN COORDINATES (ANGSTROEM)
N (0.56, -0.99, 1.32)  -0.36
O (-1.21, 0.31, -0.29)  -0.16
Si (0.37, 0.23, 0.20)  0.26
S (-2.05, -0.60, -1.38)  -0.05
S (0.91, 2.09, 0.97)  -0.25
H (-0.08, -1.55, 1.83)  0.24
H (1.46, -1.46, 1.52)  0.23
H (0.94, -0.28, -1.68)  -0.15
H (-1.19, -0.44, -2.49)  0.11
H (0.31, 2.69, -0.01)  0.14

* HOMO: -8.89 eV
* E_LUMO: 0.5016 eV
* energy above the lowest of the compared OMol25 structures with the same formula, charge and spin: 115.03 kJ/mol